(1)
A 7-piece molecular cluster, C15H45ClN3O10 overall in a non-equilibrium geometry, computed with ωB97M-V with the def2-TZVPD basis set.

Positions of all 74 atoms, in Å:
1 Cl 5.47263 15.48398 22.50996
2 O 5.09755 14.11556 22.22769
3 O 5.31849 15.86865 23.82415
4 O 6.85439 15.65760 22.24477
5 O 4.75909 16.43525 21.69544
6 C 4.31366 14.31284 18.66542
7 O 5.66772 14.19556 18.98344
8 H 3.79205 13.37545 18.85863
9 H 3.87689 15.10592 19.27235
10 H 4.20326 14.66319 17.63918
11 H 5.76509 14.36720 19.92294
12 C 2.59879 19.18478 22.97043
13 O 2.23246 18.12357 22.09863
14 H 1.93130 20.03270 22.81688
15 H 2.38244 18.85517 23.98662
16 H 3.65273 19.43592 22.85107
17 H 2.99386 17.54140 22.04436
18 C 1.57851 14.59363 23.46109
19 O 0.62157 13.97471 22.58358
20 H 2.64877 14.54641 23.26005
21 H 1.37102 15.66349 23.48204
22 H 1.46352 14.27630 24.49752
23 H 0.23387 14.62685 21.99536
24 C 7.63769 11.43787 20.20790
25 C 6.44317 10.89189 19.40348
26 C 5.09901 10.96524 20.23610
27 O 3.92684 10.63753 19.33045
28 C 2.65188 10.86883 19.91106
29 N 6.38272 11.55472 18.11564
30 H 7.28911 12.37615 20.63944
31 H 8.48875 11.64591 19.55943
32 H 8.02298 10.72710 20.93898
33 H 6.64891 9.83856 19.21307
34 H 4.88083 11.93109 20.69177
35 H 5.25737 10.24879 21.04216
36 H 2.61795 10.22737 20.79167
37 H 1.88046 10.63926 19.17600
38 H 2.58460 11.90575 20.24027
39 H 6.38423 12.52613 18.39213
40 H 5.42763 11.36922 17.84451
41 C 6.56774 19.63173 21.91507
42 C 7.91579 19.06645 21.42951
43 C 8.86832 18.62469 22.58860
44 O 8.93815 19.66000 23.54908
45 C 10.03716 19.62135 24.45227
46 N 7.53303 18.03790 20.52043
47 H 6.63591 20.58506 22.43912
48 H 6.01523 18.84722 22.43216
49 H 5.97452 19.97588 21.06787
50 H 8.27883 19.93695 20.88311
51 H 9.79447 18.33830 22.09027
52 H 8.41861 17.77729 23.10606
53 H 10.17692 18.74723 25.08826
54 H 10.13122 20.40593 25.20306
55 H 10.98429 19.56789 23.91543
56 H 7.03734 17.28055 20.96854
57 H 8.34621 17.49178 20.27426
58 C 4.72464 11.69669 25.12570
59 C 6.27317 11.61301 25.06748
60 C 6.82018 11.46293 23.63561
61 O 8.09299 10.90036 23.87150
62 C 9.21858 11.72461 23.48632
63 N 6.65078 12.96833 25.52841
64 H 4.48189 11.76135 26.18635
65 H 4.23423 10.78093 24.79558
66 H 4.19501 12.48931 24.59718
67 H 6.65340 10.85235 25.74934
68 H 6.90000 12.35422 23.01325
69 H 6.17406 10.76435 23.10400
70 H 9.13569 12.55053 24.19277
71 H 9.23473 12.02460 22.43853
72 H 10.18624 11.25658 23.66709
73 H 6.63512 13.59249 24.73451
74 H 5.83265 13.24330 26.05295

The calculation puts the HOMO energy at -0.2445 Eh. The calculation puts the energy above the lowest of the compared OMol25 structures with the same formula, charge and spin at 82.9 kJ/mol. The value obtained for the largest force on an atom is 4.67 eV/A. Its total charge is -1. The value obtained for the orbital gap is 9.5 eV. The value obtained for the total energy is -1975.02619 hartree.

***

(2)
C15H45O8V as an isolated structure in a non-equilibrium geometry, computed with ωB97M-V with the def2-TZVPD basis set.

Positions of all 69 atoms, in Å:
1 V -0.93422 -1.63374 3.11972
2 C -0.58898 -0.16056 0.31634
3 O -0.81108 -1.30245 1.10735
4 H -0.90234 -0.34827 -0.71111
5 H -1.06059 0.75552 0.69619
6 H 0.47881 0.10354 0.30979
7 C -1.94745 3.85094 1.18658
8 C -3.40816 3.86825 0.76180
9 O -3.46082 4.57514 -0.47111
10 H -1.39735 3.39891 0.35726
11 H -1.73644 3.18114 2.02384
12 H -1.66095 4.87585 1.40425
13 H -4.02166 4.33300 1.54039
14 H -3.78602 2.84720 0.62537
15 H -4.39145 4.63142 -0.71318
16 C 5.12007 -0.68268 1.18170
17 C 3.84304 -1.50503 1.18235
18 O 3.63425 -2.17432 2.42937
19 H 5.04119 0.10223 1.94042
20 H 5.25835 -0.19327 0.21512
21 H 6.03952 -1.23004 1.39148
22 H 3.94089 -2.23461 0.37163
23 H 2.98715 -0.86403 0.97297
24 H 4.33365 -2.83256 2.49654
25 C -3.64552 -2.53686 -1.30772
26 C -4.42357 -1.66891 -0.33269
27 O -3.69506 -1.51631 0.89214
28 H -2.69822 -2.03619 -1.54529
29 H -4.15623 -2.63568 -2.26481
30 H -3.39941 -3.50031 -0.86367
31 H -5.41190 -2.08812 -0.14386
32 H -4.59166 -0.67469 -0.76295
33 H -2.75761 -1.59310 0.65811
34 C 1.16780 1.87447 4.50895
35 C 1.19304 0.87024 3.37843
36 O 0.72700 -0.43452 3.87282
37 H 1.18848 2.88817 4.11171
38 H 2.02021 1.76705 5.18231
39 H 0.28305 1.73455 5.13209
40 H 2.20980 0.69963 3.02458
41 H 0.57762 1.17447 2.53593
42 H 1.32879 -0.70316 4.57882
43 C -1.59321 0.98118 -3.30111
44 C -3.03716 1.03351 -2.82452
45 O -3.70073 2.09922 -3.49839
46 H -0.97898 0.21035 -2.82419
47 H -1.10095 1.92786 -3.06479
48 H -1.51668 0.80839 -4.37370
49 H -3.05122 1.21532 -1.74001
50 H -3.55355 0.08317 -2.95226
51 H -3.27362 2.89072 -3.15169
52 C 1.78680 1.85219 -1.92814
53 C 2.79910 0.81859 -1.48780
54 O 3.73874 0.56679 -2.53325
55 H 2.29404 2.77541 -2.22675
56 H 1.12545 2.18241 -1.11948
57 H 1.18962 1.55967 -2.78791
58 H 2.29123 -0.12658 -1.28280
59 H 3.37674 1.12024 -0.60840
60 H 4.43174 1.23171 -2.49767
61 C 1.77338 -4.79695 -1.66880
62 C 1.42533 -3.59194 -0.83156
63 O 0.08613 -3.68596 -0.36309
64 H 2.82132 -4.73989 -1.96716
65 H 1.18612 -4.78942 -2.58674
66 H 1.58520 -5.73690 -1.15209
67 H 1.47593 -2.69713 -1.47285
68 H 2.15183 -3.36695 -0.04291
69 H -0.21861 -2.80735 -0.10192

The calculation puts the HOMO energy (alpha / beta) at -0.4470 / -0.4470 Eh. The calculation puts the energy above the lowest of the compared OMol25 structures with the same formula, charge and spin at 229.7 kJ/mol. Its multiplicity is 4. The value obtained for the largest force on an atom is 3.50 eV/A. Its total charge is +1. The value obtained for the orbital gap (alpha / beta) is 6.8 / 6.9 eV. The value obtained for the total energy is -2144.03565 hartree.

***

(3)
A 9-piece molecular cluster, C15H47BF4O8 overall in a non-equilibrium geometry, computed with ωB97M-V with the def2-TZVPD basis set.

Positions of all 75 atoms, in Å:
1 O 4.11558 -59.75346 32.72070
2 H 4.10458 -58.89334 32.17460
3 H 5.10247 -59.72648 32.91989
4 H 3.72853 -60.46967 32.30131
5 B 3.95726 -58.06155 29.33675
6 F 4.88805 -58.44173 28.37591
7 F 2.74973 -58.58948 29.20324
8 F 4.35911 -58.31380 30.63798
9 F 3.80435 -56.61592 29.26369
10 C 5.14722 -53.83636 30.66034
11 O 6.25548 -53.08859 30.18725
12 H 4.16712 -53.57223 30.10325
13 H 5.02489 -53.74910 31.89643
14 H 5.51901 -54.84614 30.48648
15 H 6.21432 -52.93569 29.24281
16 C 4.73721 -58.35890 24.73827
17 O 5.10549 -59.43602 25.73594
18 H 3.78903 -58.17890 24.62742
19 H 5.18630 -58.57673 23.77376
20 H 5.36318 -57.59863 25.14046
21 H 5.01029 -59.09666 26.62113
22 C 7.05542 -59.96114 31.67901
23 O 6.61397 -60.77403 32.69350
24 H 6.15720 -59.68283 30.95534
25 H 7.91400 -60.45366 31.04094
26 H 7.58445 -59.01849 32.13668
27 H 7.38109 -61.32738 32.83150
28 C -0.97596 -55.38685 30.73567
29 C 0.10712 -55.95903 29.77233
30 C 0.06376 -55.36570 28.34927
31 O 1.43185 -55.79979 30.33564
32 H -1.81024 -55.20203 30.21781
33 H -0.83638 -54.33772 30.88611
34 H -1.06136 -56.01947 31.70863
35 H -0.21720 -56.83416 29.60585
36 H 0.20535 -54.38078 28.51794
37 H -0.91860 -55.59076 27.93418
38 H 0.81063 -55.54891 27.50500
39 H 2.16758 -56.07770 29.72543
40 C 3.07329 -53.46400 27.13860
41 C 3.37277 -54.64966 26.25646
42 C 3.71059 -54.46533 24.80683
43 O 4.52021 -55.30444 26.94219
44 H 4.01821 -52.98465 27.52262
45 H 2.65286 -53.70801 28.07596
46 H 2.42979 -52.89109 26.57106
47 H 2.51167 -55.46908 26.19982
48 H 4.69563 -53.77851 24.62487
49 H 2.90577 -54.07644 24.35904
50 H 3.97709 -55.29011 24.40829
51 H 4.15227 -55.58644 27.82258
52 C -0.73059 -59.21957 26.76908
53 C 0.77643 -59.45390 26.77017
54 C 1.22171 -60.26630 25.59565
55 O 1.46407 -58.18072 26.65655
56 H -0.84800 -58.63942 27.75657
57 H -1.33993 -60.24597 27.02934
58 H -1.21815 -58.66681 25.92545
59 H 1.26341 -59.80708 27.51415
60 H 0.81294 -59.95344 24.59671
61 H 0.91760 -61.18996 25.98850
62 H 2.30618 -60.28501 25.43438
63 H 2.19176 -58.13013 27.28738
64 C 7.46082 -56.41725 30.47954
65 C 7.72410 -56.22032 28.94481
66 C 9.22627 -55.84377 28.56457
67 O 7.53588 -57.46463 28.39345
68 H 6.49420 -56.81745 30.50129
69 H 7.40412 -55.51399 31.14227
70 H 8.30616 -57.01995 30.85600
71 H 7.04466 -55.52252 28.50335
72 H 9.17267 -55.60410 27.49782
73 H 9.85409 -56.84023 28.78467
74 H 9.66803 -54.98055 29.18350
75 H 6.55932 -57.87014 28.57347

The calculation puts the HOMO energy at -0.3418 Eh. The calculation puts the energy above the lowest of the compared OMol25 structures with the same formula, charge and spin at 0.0 kJ/mol. The value obtained for the largest force on an atom is 8.29 eV/A. The value obtained for the orbital gap is 8.2 eV. The value obtained for the total energy is -1625.79144 hartree.

***

(4)
A 7-piece molecular cluster, C15H47BO6 overall in a non-equilibrium geometry, computed with ωB97M-V with the def2-TZVPD basis set.

Positions of all 69 atoms, in Å:
1 O 29.46546 14.21093 25.90446
2 H 30.39166 14.06926 26.11345
3 H 29.16334 13.71524 25.13986
4 H 29.24550 15.14497 25.87650
5 B 32.06308 14.27085 26.82606
6 H 31.35333 14.65555 27.54195
7 H 32.12242 14.94668 25.98703
8 H 33.01488 14.24930 27.33387
9 H 31.71883 13.28034 26.57185
10 C 29.46843 18.71220 27.05226
11 C 28.94517 17.30521 27.32809
12 C 27.63440 17.24006 28.11960
13 O 28.62085 16.74670 26.10069
14 H 30.36821 18.59098 26.44911
15 H 29.69848 19.17721 28.01088
16 H 28.75366 19.32206 26.49974
17 H 29.67246 16.64051 27.79428
18 H 27.81147 17.66548 29.10741
19 H 27.29122 16.21094 28.22565
20 H 26.80442 17.79450 27.68162
21 H 28.02812 17.34882 25.64493
22 C 31.68461 10.55860 23.54453
23 C 30.34203 11.34251 23.63656
24 C 29.37031 10.65030 24.61611
25 O 30.62711 12.61998 24.13648
26 H 32.50207 11.06339 23.02970
27 H 31.51397 9.61477 23.02667
28 H 32.17661 10.24534 24.46535
29 H 29.84924 11.32620 22.66445
30 H 29.65474 10.38416 25.63413
31 H 29.13019 9.67633 24.18969
32 H 28.43473 11.19899 24.72435
33 H 31.57236 12.78283 24.17637
34 C 27.33843 12.18315 19.52622
35 C 27.62355 12.60315 21.01205
36 C 28.99512 13.43059 21.12319
37 O 26.54180 13.29945 21.56848
38 H 28.02279 11.42139 19.15276
39 H 27.32183 12.99851 18.80302
40 H 26.31410 11.81113 19.50524
41 H 27.72966 11.70631 21.62240
42 H 28.90776 14.38787 20.60929
43 H 29.91887 13.03443 20.70147
44 H 29.14642 13.78582 22.14251
45 H 26.23964 13.93656 20.91702
46 C 28.94605 11.57110 29.72500
47 C 29.88796 12.65153 29.17207
48 C 30.91157 13.31302 30.16764
49 O 30.56492 11.96370 28.16494
50 H 29.40263 10.59441 29.88533
51 H 28.10209 11.33585 29.07655
52 H 28.55910 11.82044 30.71303
53 H 29.23314 13.46748 28.86624
54 H 31.77727 12.65079 30.17881
55 H 30.61345 13.40014 31.21245
56 H 31.30502 14.26997 29.82477
57 H 31.10093 12.63056 27.72953
58 C 26.33945 13.41058 26.83097
59 C 26.16466 12.99099 25.34841
60 C 24.89632 13.61247 24.64928
61 O 27.18478 13.45656 24.57871
62 H 26.27017 14.49170 26.95131
63 H 27.28497 12.99840 27.18338
64 H 25.53686 13.05963 27.47964
65 H 26.14572 11.90488 25.25842
66 H 23.98443 13.33100 25.17591
67 H 24.87572 13.33054 23.59657
68 H 24.90890 14.70227 24.63269
69 H 26.79390 13.46061 23.70190

The calculation puts the HOMO energy (alpha / beta) at 0.0220 / -0.2672 Eh. Its multiplicity is 2. The value obtained for the largest force on an atom is 4.37 eV/A. Its total charge is -1. The value obtained for the orbital gap (alpha / beta) is 2.2 / 10.0 eV. The value obtained for the total energy is -1075.77960 hartree.